Record 1
74
Properties=species:S:1:pos:R:3:lowdin_charge:R:1 method="wB97M-V/def2-TZVPD" multiplicity=1 orbital_gap_ev="4.55 / 4.76" lumo_energy_ev="-2.47 / -2.39" e_above_lowest_kj_mol=85.6
Mo 0.03714 -0.66191 0.41375 1.63
Cl 6.08059 -3.80272 -2.64594 0.66
C 4.86527 -2.88471 -1.81712 -0.67
C 5.08490 -1.51616 -1.58078 -0.08
C 4.15168 -0.75804 -0.92764 0.02
C 2.93283 -1.32791 -0.49145 -0.31
O 2.08372 -0.58300 0.13968 -0.19
C 2.73402 -2.70643 -0.72874 -0.13
C 1.58756 -3.34007 -0.19721 -0.13
O 0.62990 -2.78386 0.36546 -0.13
C 3.71491 -3.47779 -1.38830 -0.05
H 6.00799 -1.06948 -1.92526 0.11
H 4.31482 0.29494 -0.74241 0.12
H 1.54348 -4.43423 -0.25835 0.15
H 3.54310 -4.53409 -1.55225 0.12
C -6.25991 0.67150 1.23592 -0.07
C -5.29207 1.29161 0.23787 -0.19
N -3.94001 1.46420 0.78852 -0.10
C -3.54234 2.82087 1.15733 -0.24
C -4.13602 3.27674 2.48104 -0.07
C -3.14088 0.40725 0.90473 -0.64
S -1.67309 0.57203 1.80755 0.86
N -3.61414 -0.74574 0.42569 0.13
C -2.85464 -1.81319 0.33504 -0.39
O -1.58655 -1.87650 0.44914 -0.23
C -3.52975 -3.10547 0.05734 -0.12
C -4.91647 -3.16786 -0.05829 -0.01
C -5.53854 -4.37962 -0.30443 -0.08
C -4.77893 -5.53376 -0.44027 -0.09
C -3.39676 -5.47359 -0.33223 -0.08
C -2.77030 -4.26323 -0.08690 -0.01
H -7.22113 0.49518 0.75176 0.08
H -6.42614 1.32460 2.09208 0.06
H -5.87633 -0.28208 1.59455 0.06
H -5.63314 2.28470 -0.05455 0.12
H -5.22155 0.68406 -0.66188 0.12
H -3.85966 3.47514 0.34288 0.12
H -2.45622 2.84907 1.19851 0.07
H -5.22530 3.30719 2.44449 0.07
H -3.78139 4.27906 2.72163 0.08
H -3.83520 2.60414 3.28503 0.08
H -5.49137 -2.25834 0.04099 0.10
H -6.61572 -4.42428 -0.39584 0.10
H -5.26436 -6.48108 -0.63640 0.10
H -2.80593 -6.37326 -0.44537 0.10
H -1.69312 -4.19963 -0.01113 0.11
O -0.39272 0.68704 -3.14131 -0.28
S -0.87913 -0.27200 -2.20087 0.37
O -1.99075 -1.08616 -2.57702 -0.27
O 0.26335 -1.11817 -1.61252 -0.42
O -1.18290 0.44027 -0.84018 -0.54
C -0.54109 -3.26492 5.54925 -0.07
C 0.08333 -2.06171 5.84630 -0.07
C 0.47889 -1.20185 4.83761 -0.01
C 0.26388 -1.54315 3.49501 -0.26
C -0.37073 -2.75135 3.19987 0.00
C -0.76747 -3.59721 4.22283 -0.06
N 0.64467 -0.66125 2.46227 -0.10
N 1.32943 0.39656 2.87848 0.13
C 1.41207 1.40093 1.99504 -0.35
C 2.15977 2.55738 2.30601 0.02
C 2.23877 3.56350 1.38294 -0.04
C 1.58741 3.43159 0.14554 -0.01
C 0.88040 2.28359 -0.10973 -0.07
N 0.78633 1.30173 0.79868 -0.10
H -0.85323 -3.93100 6.34265 0.11
H 0.25752 -1.78098 6.87714 0.11
H 0.95221 -0.26271 5.07422 0.10
H -0.56671 -3.03540 2.17971 0.08
H -1.26260 -4.52650 3.97086 0.11
H 2.65033 2.60493 3.26649 0.12
H 2.80794 4.45752 1.60126 0.11
H 1.64108 4.20360 -0.60717 0.11
H 0.36652 2.11033 -1.04597 0.11

***

Record 2
70
Properties=species:S:1:pos:R:3:mulliken_spin:R:1 method="wB97M-V/def2-TZVPD" multiplicity=5 orbital_gap_ev="7.76 / 4.81" lumo_energy_ev="0.15 / -2.64" e_above_lowest_kj_mol=149.4
Rh 1.05218 0.08429 -0.08043 2.52
C -0.45092 0.81029 -1.72383 0.59
Si -2.11152 0.65389 -0.89353 -0.12
C -2.73232 -1.22611 -1.02683 0.02
N -1.71792 -2.20401 -0.91053 0.14
C -1.09202 -2.73021 -2.08743 -0.02
C -0.91312 -4.24901 -1.91443 0.01
C -0.70422 -4.59661 -0.43653 0.01
C 0.00958 -3.44551 0.26357 0.00
C -0.90982 -2.22191 0.25317 0.10
C -2.06462 1.01789 0.97797 -0.01
C -2.96722 0.47059 1.88837 0.01
C -2.92652 0.80509 3.22897 0.01
C -1.97662 1.70049 3.69137 0.00
C -1.08882 2.27619 2.80007 0.01
C -1.13552 1.93839 1.45767 0.03
C -3.62312 1.61339 -1.55563 0.03
C -3.95272 1.64809 -2.90743 0.00
C -5.08392 2.31259 -3.34903 0.01
C -5.91902 2.94959 -2.44613 0.00
C -5.59802 2.93269 -1.10043 0.00
C -4.46262 2.27679 -0.66513 0.01
H -0.08302 1.82709 -1.83813 -0.03
H -0.32692 0.25849 -2.65213 0.03
H -3.24342 -1.35441 -1.97853 0.00
H -3.46702 -1.38931 -0.23653 0.01
H -0.11172 -2.25501 -2.24253 0.00
H -1.71752 -2.51531 -2.95563 0.00
H -0.06292 -4.57001 -2.51453 0.00
H -1.80282 -4.76361 -2.27753 0.00
H -0.13222 -5.51791 -0.34603 0.00
H -1.67022 -4.74761 0.04677 0.00
H 0.93998 -3.23301 -0.26513 0.00
H 0.26738 -3.69901 1.29087 0.00
H -0.24152 -1.26201 0.31547 -0.02
H -1.54822 -2.18881 1.14057 0.01
H -3.73462 -0.21121 1.54767 0.00
H -3.63992 0.36949 3.91417 0.00
H -1.93772 1.95169 4.74057 0.00
H -0.36162 2.99499 3.15087 0.00
H -0.46482 2.42469 0.76427 -0.01
H -3.31572 1.15209 -3.62653 0.00
H -5.31752 2.33519 -4.40313 0.00
H -6.80682 3.46359 -2.78653 0.00
H -6.22972 3.43109 -0.38173 0.00
H -4.21882 2.27619 0.38587 0.00
O 3.24338 -0.34491 0.57267 0.13
N 4.13018 -0.93451 -0.15443 0.04
C 5.39978 -1.00271 0.28677 -0.02
C 6.37418 -1.66161 -0.42093 0.03
C 6.04018 -2.26651 -1.63243 -0.02
C 4.74868 -2.16201 -2.09393 0.02
C 3.78418 -1.47261 -1.35693 -0.02
S 2.17778 -1.28971 -1.91203 0.38
H 5.58398 -0.50771 1.22657 0.00
H 7.37758 -1.69891 -0.02853 0.00
H 6.78568 -2.79831 -2.20323 0.00
H 4.44118 -2.59561 -3.02893 0.00
F 4.84338 2.99419 4.60497 0.00
C 4.08998 2.79809 3.50767 0.02
C 4.23628 3.60689 2.38297 -0.01
F 5.15268 4.58699 2.38537 0.00
C 3.45748 3.39849 1.26127 0.02
F 3.63888 4.18989 0.18687 0.00
C 2.46348 2.38409 1.19627 -0.03
O 1.74948 2.19929 0.16317 0.12
C 2.33788 1.60799 2.38297 0.01
F 1.40918 0.59999 2.35637 0.01
C 3.13658 1.78309 3.49287 -0.01
F 2.99448 0.99179 4.56827 0.00